The following is a quantum chemistry calculation of an isolated ion of composition C4H9OS and charge -1 in a non-equilibrium geometry, from OMol25.

Calculated values
E_HOMO, eV: -2.22
Total energy, eV: -17176.48044
Relative energy (zero: lowest compared OMol25 entry of this formula, charge and spin), kcal/mol: 20.8

```
! RIJCOSX wB97M-V def2-TZVPD def2/J DEFGRID3
* xyz -1 1
O 0.034 2.369 0.168
C -1.069 1.390 -0.104
C -0.722 -0.002 0.395
C 0.269 -0.610 -0.615
C 1.137 -1.738 -0.009
S 2.289 -0.994 1.342
H -0.357 2.650 0.996
H -1.111 1.332 -1.202
H -2.007 1.782 0.298
H -0.063 -0.071 1.265
H -1.603 -0.643 0.512
H -0.206 -1.024 -1.546
H 0.947 0.165 -0.926
H 1.858 -1.961 -0.821
H 0.604 -2.646 0.246
*
```

Löwdin population analysis, charges in e, atoms 1 to 5: number 1, O, carries -0.10; number 2, C, carries -0.25; number 3, C, carries -0.24; number 4, C, carries -0.36; number 5, C, carries -0.69

---

The following is a quantum chemistry calculation of a 2-piece molecular cluster, C4H9PS overall in a non-equilibrium geometry, from OMol25.

Calculated values
E_HOMO (spin up / spin down), eV: -8.56 / -7.85
Total energy, eV: -24412.90034
Relative energy (zero: lowest compared OMol25 entry of this formula, charge and spin), kcal/mol: 117.0

```
! RIJCOSX wB97M-V def2-TZVPD def2/J DEFGRID3
* xyz 0 1
C 2.852 0.739 -0.547
C 2.795 0.311 0.664
C -2.295 -0.313 -0.345
C -1.019 -0.656 0.471
P -0.548 0.945 1.273
S -0.309 1.974 -0.540
H 3.261 0.218 -1.434
H 2.146 1.615 -0.848
H 2.300 0.543 1.592
H -3.177 -0.187 0.468
H -2.157 0.690 -0.759
H -2.656 -0.947 -1.146
H -0.222 -0.889 -0.171
H -1.268 -1.557 0.893
H -0.762 3.173 -0.094
*
```

Löwdin population analysis, charges in e, atoms 1 to 5: number 1, C, carries -0.18; number 2, C, carries 0.00; number 3, C, carries -0.25; number 4, C, carries -0.57; number 5, P, carries 0.58

---

The following is a quantum chemistry calculation of C4H9PS in the gas phase in a non-equilibrium geometry, from OMol25.

Calculated values
E_HOMO (spin up / spin down), eV: -7.73 / -7.93
Total energy, eV: -24414.70152
Relative energy (zero: lowest compared OMol25 entry of this formula, charge and spin), kcal/mol: 75.5

```
! RIJCOSX wB97M-V def2-TZVPD def2/J DEFGRID3
* xyz 0 1
C -2.647 -0.112 -0.781
S -2.309 -0.017 1.037
P -0.753 1.407 1.128
C 0.979 0.301 0.642
C 2.234 0.998 0.300
C 0.924 -1.103 0.288
H -2.134 -0.743 -1.541
H -2.599 0.927 -1.263
H -3.712 -0.427 -0.743
H 2.235 1.427 -0.747
H 2.909 0.099 0.351
H 2.406 1.901 0.792
H 1.776 -1.714 0.344
H 0.290 -1.658 0.914
H 0.402 -1.286 -0.722
*
```

Löwdin population analysis, charges in e, atoms 1 to 5: number 1, C, carries -0.52; number 2, S, carries 0.30; number 3, P, carries 0.51; number 4, C, carries -0.49; number 5, C, carries -0.15

---

The following is a quantum chemistry calculation of a 2-piece molecular cluster, C4H9S overall in a non-equilibrium geometry, from OMol25.

Calculated values
E_HOMO, eV: -2.24
Total energy, eV: -15126.90247
Relative energy (zero: lowest compared OMol25 entry of this formula, charge and spin), kcal/mol: 63.3

```
! RIJCOSX wB97M-V def2-TZVPD def2/J DEFGRID3
* xyz -1 1
C -0.484 -1.137 2.176
S -2.131 -0.632 1.620
H 0.298 -0.445 1.927
H -0.139 -2.141 1.806
H -0.293 -1.139 3.327
C 0.351 1.621 -0.653
C 0.515 0.682 -1.741
C 0.129 -0.744 -1.620
H 1.217 1.205 0.073
H -0.389 1.454 0.140
H 0.312 2.678 -1.024
H 0.488 1.042 -2.872
H -0.171 -1.244 -2.443
H 0.297 -1.199 -0.716
*
```

Löwdin population analysis, charges in e, atoms 1 to 5: number 1, C, carries -0.81; number 2, S, carries -0.01; number 3, H, carries -0.06; number 4, H, carries -0.01; number 5, H, carries 0.01

---

- Which of these has the lowest relative energy (zero: lowest compared OMol25 entry of this formula, charge and spin)?
  C4H9OS